(1)
{"formula": "C16H43N3O5", "method": "the ωB97M-V functional and the def2-TZVPD basis", "smiles": "COC[C@H](C)N.COC[C@H](C)N.COCCNCCOC.CCO", "gap_ev": 9.0, "symbols": ["C", "O", "C", "C", "C", "N", "H", "H", "H", "H", "H", "H", "H", "H", "H", "H", "H", "C", "O", "C", "C", "C", "N", "H", "H", "H", "H", "H", "H", "H", "H", "H", "H", "H", "C", "O", "C", "C", "N", "C", "C", "O", "C", "H", "H", "H", "H", "H", "H", "H", "H", "H", "H", "H", "H", "H", "H", "H", "C", "C", "O", "H", "H", "H", "H", "H", "H"], "xyz": [[1.2485, -3.1143, -1.4233], [2.2157, -3.1718, -2.4670], [3.3026, -2.2755, -2.3058], [2.8573, -0.8350, -2.2488], [1.8539, -0.4446, -3.3355], [3.9449, 0.1402, -2.2490], [0.5302, -3.9075, -1.6341], [0.6168, -2.2249, -1.3852], [1.6652, -3.2975, -0.4308], [3.9485, -2.5189, -1.4554], [3.8883, -2.4747, -3.2091], [2.3277, -0.7125, -1.3004], [0.9199, -1.0065, -3.1950], [2.1643, -0.7116, -4.3459], [1.4861, 0.5759, -3.2275], [4.6204, 0.0794, -2.9956], [3.7796, 1.1126, -2.0610], [-0.1747, 3.8190, 0.8518], [0.8039, 3.2582, -0.0173], [2.0739, 3.7036, 0.2664], [3.0268, 3.2528, -0.8885], [4.4668, 3.2917, -0.4255], [2.7798, 4.1285, -2.0397], [0.0529, 3.2482, 1.7658], [-1.2253, 3.5916, 0.6706], [-0.1385, 4.8835, 1.0942], [2.1632, 4.7935, 0.3548], [2.5495, 3.2638, 1.1595], [2.7487, 2.2565, -1.2289], [5.1284, 2.8151, -1.1477], [4.5738, 2.7811, 0.5296], [4.7260, 4.3512, -0.3563], [3.0208, 5.0887, -1.8315], [1.8254, 4.0761, -2.3639], [-4.8324, -1.8303, 4.3197], [-5.0926, -2.4732, 3.0986], [-4.2926, -3.5723, 2.7079], [-2.9425, -3.1329, 2.1703], [-2.9270, -2.3726, 0.9028], [-3.9533, -1.3286, 0.7473], [-3.8142, -0.4792, -0.5344], [-2.6881, 0.3925, -0.3210], [-1.9864, 0.6690, -1.5059], [-4.6154, -2.5738, 5.1041], [-5.7762, -1.4327, 4.6860], [-3.9764, -1.1567, 4.3707], [-4.8530, -4.1427, 1.9695], [-4.1362, -4.1772, 3.6085], [-2.3854, -4.0253, 1.8620], [-2.2762, -2.6614, 2.9030], [-2.0201, -1.9146, 0.8016], [-3.9125, -0.6069, 1.5714], [-4.9141, -1.8389, 0.7655], [-4.7596, 0.0665, -0.5866], [-3.7326, -1.0486, -1.4612], [-1.5678, -0.2442, -1.9512], [-1.1716, 1.3789, -1.3497], [-2.6585, 1.1314, -2.2405], [1.5479, 0.2163, 1.2545], [0.1065, -0.0546, 1.6028], [-0.4432, -1.0796, 0.7990], [2.0186, -0.7618, 1.1246], [2.1180, 0.9219, 1.8551], [1.6108, 0.6219, 0.2376], [-0.4616, 0.8794, 1.6286], [0.0391, -0.5048, 2.6003], [-1.0225, -0.6805, 0.1346]], "nbo_charge": [-0.27, -0.53, -0.06, -0.07, -0.63, -0.87, 0.19, 0.17, 0.17, 0.17, 0.18, 0.19, 0.20, 0.21, 0.21, 0.36, 0.37, -0.27, -0.54, -0.07, -0.06, -0.62, -0.85, 0.17, 0.20, 0.18, 0.16, 0.15, 0.19, 0.22, 0.21, 0.20, 0.35, 0.37, -0.26, -0.55, -0.07, -0.25, -0.66, -0.23, -0.08, -0.57, -0.27, 0.16, 0.20, 0.17, 0.20, 0.17, 0.20, 0.17, 0.38, 0.17, 0.20, 0.18, 0.18, 0.17, 0.20, 0.18, -0.64, -0.06, -0.75, 0.21, 0.22, 0.20, 0.17, 0.17, 0.49]}

***

(2)
{"formula": "C16H44AlAs2F14N5O8S2", "method": "the ωB97M-V functional and the def2-TZVPD basis", "gap_ev": 4.6, "de_lowest_ev": 0.000, "symbols": ["Al", "As", "F", "F", "F", "F", "F", "F", "As", "F", "F", "F", "F", "F", "F", "N", "S", "O", "O", "F", "S", "O", "O", "F", "C", "C", "C", "O", "C", "N", "H", "H", "H", "H", "H", "H", "H", "H", "H", "H", "H", "C", "C", "C", "O", "C", "N", "H", "H", "H", "H", "H", "H", "H", "H", "H", "H", "H", "C", "C", "C", "O", "C", "N", "H", "H", "H", "H", "H", "H", "H", "H", "H", "H", "H", "C", "C", "C", "O", "C", "N", "H", "H", "H", "H", "H", "H", "H", "H", "H", "H", "H"], "xyz": [[28.8471, 3.7624, 16.4863], [32.7909, 1.7704, 17.8406], [34.1858, 1.0973, 18.7220], [33.8316, 2.0642, 16.4007], [31.2751, 2.2775, 17.0534], [31.9182, 1.6362, 19.3459], [32.9973, 3.5055, 18.2434], [32.3509, 0.1845, 17.1836], [24.8667, 5.0047, 14.3785], [23.6133, 4.2960, 15.4297], [24.7580, 6.5200, 15.3104], [26.1849, 5.7414, 13.4108], [25.3057, 3.5034, 13.5162], [23.6578, 5.5295, 13.1836], [26.0565, 4.5898, 15.6842], [27.2844, 2.8015, 18.6496], [25.8370, 2.7850, 19.0866], [25.4054, 3.7953, 20.0573], [24.9981, 1.5843, 18.9181], [25.3256, 3.5859, 17.8147], [27.6444, 1.5325, 19.8222], [27.3204, 0.1459, 19.4419], [27.6469, 1.9229, 21.2190], [29.1971, 1.6541, 19.7132], [24.9989, 0.4837, 15.0571], [26.3041, 0.9698, 15.7280], [27.4521, -0.0584, 16.0013], [28.6218, 0.5902, 16.5699], [29.4719, -0.4099, 17.1555], [26.9094, 1.9904, 14.8997], [24.2783, 1.2395, 14.7448], [24.5227, -0.0195, 15.8987], [25.1695, -0.1023, 14.1540], [26.0622, 1.4858, 16.6572], [27.8452, -0.5804, 15.1289], [27.0823, -0.8743, 16.6223], [29.1248, -1.1240, 17.9024], [30.1164, 0.1905, 17.7975], [30.0388, -0.9973, 16.4332], [27.3739, 1.6803, 14.0582], [26.0647, 2.3881, 14.5145], [27.3834, 8.3155, 19.1605], [28.2353, 7.2390, 18.6512], [29.0905, 6.3947, 19.5783], [29.7188, 5.2917, 19.0072], [30.5698, 4.6872, 20.0506], [27.3970, 6.3189, 17.8910], [26.5216, 7.9712, 19.7322], [26.9446, 8.9015, 18.3529], [27.9568, 9.0488, 19.7275], [28.9611, 7.8272, 18.0897], [28.3693, 6.0380, 20.3136], [29.7517, 7.1312, 20.0349], [30.1650, 4.4926, 21.0438], [31.4597, 5.3071, 20.1598], [30.8699, 3.7294, 19.6258], [26.9332, 5.7564, 18.5900], [26.7616, 6.8956, 17.3583], [28.9338, 4.5735, 11.3942], [28.9870, 3.7087, 12.6689], [30.2982, 3.0308, 12.8855], [30.2720, 2.1957, 14.0477], [31.3910, 1.3077, 14.0104], [28.4734, 4.6271, 13.6969], [29.5663, 5.4507, 11.5306], [28.0220, 5.1283, 11.1730], [29.2268, 4.1355, 10.4400], [28.2005, 2.9557, 12.6184], [31.0298, 3.8357, 12.9558], [30.6279, 2.4180, 12.0466], [31.3973, 0.7259, 13.0887], [31.3911, 0.6301, 14.8643], [32.3769, 1.7647, 14.0951], [28.8453, 5.4677, 13.2783], [27.4849, 4.7625, 13.5402], [33.4107, 6.2639, 15.8771], [31.9122, 5.9854, 16.1507], [30.8690, 6.8192, 15.3946], [29.4146, 6.5613, 15.6729], [28.4651, 7.4552, 15.0234], [31.6945, 4.6280, 15.7442], [34.1011, 5.5883, 16.3820], [33.6014, 7.3327, 15.9743], [33.6621, 6.1405, 14.8237], [31.5916, 6.1228, 17.1833], [30.9205, 6.7810, 14.3065], [31.1570, 7.8490, 15.6060], [28.4672, 7.4443, 13.9334], [28.8678, 8.3970, 15.3960], [27.4473, 7.2917, 15.3778], [31.8999, 4.4768, 14.7669], [32.3464, 3.9764, 16.1570]], "mulliken_charge": [1.56, 1.85, -0.48, -0.48, 0.03, -0.42, -0.47, -0.46, 1.94, -0.47, -0.52, -0.55, -0.57, -0.45, -0.24, -0.11, 0.63, -0.74, -0.59, -0.23, 0.81, -0.55, -0.61, -0.11, -1.70, 1.30, -1.26, 0.50, -0.94, 0.01, 0.42, 0.47, 0.38, -0.47, 0.49, 0.43, 0.38, 0.08, 0.32, 0.17, -0.14, -1.92, 0.87, -1.33, 0.47, -0.79, -0.07, 0.39, 0.44, 0.44, -0.11, 0.51, 0.38, 0.38, 0.36, 0.00, 0.14, 0.20, -1.60, 0.75, -1.20, 0.02, -0.92, 0.19, 0.43, 0.37, 0.39, 0.04, 0.23, 0.59, 0.39, 0.09, 0.38, -0.17, 0.37, -1.55, 0.91, -1.07, 0.31, -1.13, -0.16, 0.39, 0.42, 0.41, -0.28, 0.29, 0.48, 0.40, 0.46, 0.07, 0.11, 0.00]}

***

(3)
{"formula": "C16H44FLiN4O4", "method": "the ωB97M-V functional and the def2-TZVPD basis", "gap_ev": 7.9, "de_lowest_ev": 2.454, "symbols": ["Li", "F", "C", "C", "C", "O", "C", "N", "H", "H", "H", "H", "H", "H", "H", "H", "H", "H", "H", "C", "C", "C", "O", "C", "N", "H", "H", "H", "H", "H", "H", "H", "H", "H", "H", "H", "C", "C", "C", "O", "C", "N", "H", "H", "H", "H", "H", "H", "H", "H", "H", "H", "H", "C", "C", "C", "O", "C", "N", "H", "H", "H", "H", "H", "H", "H", "H", "H", "H", "H"], "xyz": [[1.8456, -0.3312, -2.9837], [0.7834, -0.4551, -1.3395], [-3.5900, -1.1473, -3.5964], [-2.2720, -1.2868, -2.8359], [-1.5029, -2.6030, -3.0324], [-2.3497, -3.7125, -2.8142], [-1.6365, -4.9041, -2.6150], [-1.4135, -0.1751, -3.1550], [-3.5092, -1.2881, -4.6727], [-4.0724, -0.2345, -3.2379], [-4.3660, -1.8551, -3.2856], [-2.5135, -1.2928, -1.7628], [-0.6547, -2.7021, -2.3507], [-1.1054, -2.6187, -4.0577], [-2.2815, -5.7525, -2.3908], [-0.9699, -4.8450, -1.7457], [-1.0087, -5.1772, -3.4697], [-0.6779, -0.2081, -2.4523], [-1.8824, 0.7148, -3.0530], [5.1218, 1.3901, 1.2221], [3.9591, 0.4667, 0.8404], [2.9919, 0.2387, 2.0212], [3.6794, -0.5045, 2.9885], [2.8487, -0.8918, 4.0784], [3.2257, 0.9873, -0.3101], [5.7015, 1.5767, 0.3174], [5.6863, 0.9782, 2.0554], [4.7750, 2.3829, 1.5242], [4.3398, -0.5209, 0.5733], [2.1195, -0.2974, 1.6211], [2.5940, 1.1990, 2.3805], [2.3133, -0.0069, 4.4314], [3.4642, -1.3361, 4.8566], [2.1608, -1.6551, 3.7020], [2.6695, 1.7798, -0.0200], [2.5091, 0.3279, -0.5858], [-2.2910, -3.4663, 1.5676], [-1.5944, -2.2233, 1.0252], [-1.0688, -1.2325, 2.0578], [-2.2107, -0.6964, 2.7173], [-1.8598, 0.4672, 3.4413], [-0.4279, -2.7051, 0.2539], [-2.5596, -4.1680, 0.7813], [-3.1679, -3.2026, 2.1647], [-1.6488, -3.9402, 2.3149], [-2.2586, -1.6853, 0.3386], [-0.5707, -0.3855, 1.5782], [-0.4745, -1.8283, 2.7610], [-1.3374, 1.2119, 2.8294], [-1.2278, 0.2256, 4.3002], [-2.7844, 0.9549, 3.7492], [-0.0008, -1.8765, -0.1644], [-0.8113, -3.1747, -0.5570], [-1.9490, 3.3494, -1.4083], [-0.4581, 3.4372, -1.0738], [0.0112, 3.2172, 0.3348], [1.3640, 3.5583, 0.4884], [1.6426, 4.8834, 0.8830], [0.2007, 2.5183, -2.0322], [-2.1862, 3.6523, -2.4331], [-2.5052, 4.0987, -0.8373], [-2.4245, 2.3665, -1.4271], [-0.2091, 4.4769, -1.3096], [-0.0925, 2.1920, 0.7065], [-0.6201, 3.7537, 1.0589], [2.6670, 4.9850, 1.2330], [0.9385, 5.2015, 1.6573], [1.5013, 5.5358, 0.0139], [1.1896, 2.6958, -2.1876], [0.2421, 1.5632, -1.6715]], "nbo_charge": [0.97, -0.94, -0.62, -0.05, -0.06, -0.54, -0.25, -0.88, 0.21, 0.21, 0.22, 0.16, 0.17, 0.16, 0.20, 0.16, 0.16, 0.39, 0.37, -0.62, -0.06, -0.08, -0.55, -0.24, -0.88, 0.21, 0.22, 0.20, 0.19, 0.17, 0.15, 0.17, 0.19, 0.17, 0.37, 0.38, -0.62, -0.07, -0.06, -0.55, -0.25, -0.85, 0.21, 0.22, 0.21, 0.16, 0.17, 0.17, 0.16, 0.17, 0.19, 0.39, 0.34, -0.62, -0.09, -0.07, -0.56, -0.24, -0.87, 0.22, 0.20, 0.21, 0.19, 0.19, 0.17, 0.20, 0.17, 0.16, 0.35, 0.38]}

***

| no. | HOMO (eV) |
| --- | --- |
| 1 | -8.248 |
| 2 | -10.337 |
| 3 | -8.873 |